Formula: C29H43CdN7S4Se
Source: the OMol25 dataset
Level of theory: wB97M-V/def2-TZVPD

Structure (XYZ):
```
85
Properties=species:S:1:pos:R:3
Cd 1.20 0.05 1.45
C 2.77 -0.09 4.70
C 3.18 1.37 4.52
S 3.05 2.02 2.83
C 4.69 1.68 2.13
C 5.06 0.22 1.94
S 3.90 -0.59 0.81
C 4.08 -2.33 1.29
C 2.86 -3.16 0.92
S 1.30 -2.74 1.76
C 1.70 -2.99 3.51
C 0.84 -2.09 4.40
S 1.05 -0.31 4.18
H 2.85 -0.36 5.75
H 3.40 -0.75 4.11
H 4.21 1.51 4.85
H 2.55 2.01 5.13
H 5.43 2.17 2.77
H 4.69 2.21 1.18
H 5.07 -0.32 2.89
H 6.06 0.16 1.51
H 4.29 -2.38 2.36
H 4.94 -2.74 0.76
H 3.06 -4.22 1.11
H 2.62 -3.06 -0.14
H 2.75 -2.79 3.67
H 1.50 -4.03 3.76
H 1.03 -2.32 5.44
H -0.22 -2.26 4.22
N -3.35 -0.76 2.06
C -2.13 -1.30 2.00
N -1.25 -0.34 1.78
C -2.01 0.78 1.71
N -3.30 0.56 1.87
C -1.43 2.10 1.46
C -2.23 3.23 1.31
N -1.70 4.43 1.07
C -0.38 4.50 0.98
C 0.42 3.38 1.13
N -0.10 2.18 1.38
H -4.24 -1.21 2.21
H -1.93 -2.35 2.10
H -3.31 3.15 1.38
H 0.05 5.47 0.79
H 1.50 3.45 1.05
C 1.52 2.29 -4.16
C 0.07 1.84 -4.30
C -0.90 2.67 -3.46
C -0.82 2.37 -1.97
N -1.39 1.06 -1.65
C -0.73 -0.09 -1.45
Se 1.13 -0.26 -1.26
N -1.62 -1.08 -1.35
C -1.31 -2.51 -1.22
C -0.89 -3.17 -2.52
C -1.90 -3.06 -3.67
C -1.79 -1.78 -4.50
C -2.91 -0.56 -1.47
C -4.16 -1.15 -1.42
C -5.25 -0.31 -1.54
C -5.10 1.07 -1.72
C -3.85 1.66 -1.79
C -2.76 0.81 -1.66
H 2.18 1.67 -4.77
H 1.87 2.21 -3.13
H 1.64 3.32 -4.48
H -0.02 0.78 -4.04
H -0.23 1.91 -5.35
H -1.92 2.51 -3.80
H -0.68 3.73 -3.60
H -1.38 3.12 -1.40
H 0.21 2.38 -1.62
H -2.20 -2.98 -0.81
H -0.51 -2.60 -0.48
H -0.71 -4.22 -2.28
H 0.07 -2.75 -2.84
H -2.92 -3.17 -3.29
H -1.74 -3.91 -4.34
H -2.04 -0.89 -3.93
H -2.46 -1.82 -5.36
H -0.77 -1.67 -4.88
H -4.29 -2.22 -1.30
H -6.25 -0.73 -1.51
H -5.98 1.69 -1.82
H -3.73 2.72 -1.95
```

- strongest force on any atom (eV/Å) = 0.157
- molecular weight (u) = 809.35
- total charge = +2
- HOMO level (Eh) = -0.489
- electronic energy (Eh) = -5675.71429

Löwdin population analysis, charges in e, atoms 1 to 2: 1.04 -0.51

***

Formula: C29H43F4Sn
Source: the OMol25 dataset
Level of theory: wB97M-V/def2-TZVPD

Structure (XYZ):
```
77
Properties=species:S:1:pos:R:3
C -3.00 -0.97 1.06
C -1.94 -1.27 0.00
C -2.52 -2.23 -1.02
C -0.66 -1.72 0.58
Sn 1.32 -0.87 0.84
C 2.82 -2.09 -0.18
C 3.41 -3.24 0.72
C 4.93 -3.23 0.70
C 2.87 -4.59 0.31
C 0.77 1.24 0.64
C -0.20 1.75 1.79
C -1.52 2.11 1.37
C 0.49 2.94 2.52
C 2.49 -0.22 2.55
C 2.16 -0.79 3.91
C 0.83 -0.33 4.44
C 3.30 -0.44 4.89
H 2.15 -1.88 3.82
H -3.16 -1.98 1.48
H -2.71 -0.30 1.87
H -3.99 -0.64 0.66
H -1.90 0.23 -1.03
H -2.93 -3.09 -0.48
H -3.32 -1.77 -1.59
H -1.73 -2.59 -1.66
H -0.80 -2.01 1.63
H -0.31 -2.64 0.09
H 2.28 -2.48 -1.07
H 3.57 -1.34 -0.48
H 3.08 -3.02 1.76
H 5.31 -3.43 -0.31
H 5.36 -2.29 1.05
H 5.29 -4.03 1.35
H 3.15 -4.83 -0.72
H 3.30 -5.35 0.95
H 1.78 -4.66 0.38
H 1.74 1.83 0.54
H 0.13 1.20 -0.26
H -0.30 0.94 2.52
H -1.86 1.31 0.72
H -2.15 2.11 2.26
H -1.59 3.07 0.84
H 0.91 3.63 1.76
H -0.26 3.56 3.07
H 1.31 2.74 3.26
H 3.49 -0.49 2.20
H 2.42 0.87 2.58
H 0.77 0.76 4.50
H 0.00 -0.67 3.84
H 0.65 -0.70 5.45
H 3.41 0.65 5.00
H 3.08 -0.86 5.88
H 4.27 -0.84 4.56
F 1.03 0.36 -5.42
C 0.66 1.13 -4.36
C 1.52 2.20 -4.06
C 1.15 2.92 -2.89
F 2.13 3.73 -2.33
C -0.05 2.65 -2.15
C -0.81 1.50 -2.45
C -2.03 1.13 -1.63
C -3.25 1.33 -2.58
C -4.05 2.52 -2.51
C -4.90 2.88 -3.63
F -5.63 4.05 -3.57
C -5.05 2.06 -4.76
C -4.34 0.86 -4.71
F -4.62 -0.03 -5.73
C -3.46 0.48 -3.68
C -0.46 0.77 -3.60
H 2.43 2.37 -4.56
H -0.23 3.27 -1.24
H -2.15 1.96 -0.97
H -4.14 3.16 -1.61
H -5.75 2.29 -5.55
H -2.98 -0.48 -3.69
H -0.99 -0.15 -3.82
```

- strongest force on any atom (eV/Å) = 4.739
- molecular weight (u) = 586.37
- total charge = -1
- HOMO level (Eh) = -0.061
- electronic energy (Eh) = -1744.39114

Löwdin population analysis, charges in e, atoms 1 to 2: -0.15 -0.57

***

Formula: C29H43MnN8PSSe2
Source: the OMol25 dataset
Level of theory: wB97M-V/def2-TZVPD

Structure (XYZ):
```
85
Properties=species:S:1:pos:R:3
Mn -0.83 -0.28 0.35
C -3.58 2.86 4.81
Se -2.09 1.97 3.93
C -1.75 3.32 2.57
C -2.70 3.25 1.39
Se -2.18 2.10 -0.13
C -1.22 3.46 -1.13
H -3.24 3.81 5.21
H -3.89 2.21 5.62
H -4.41 2.99 4.12
H -0.71 3.22 2.27
H -1.84 4.29 3.06
H -2.82 4.22 0.92
H -3.69 2.88 1.67
H -1.93 4.26 -1.31
H -0.90 3.04 -2.08
H -0.36 3.83 -0.57
N 0.93 -0.09 4.01
C 1.78 0.91 3.53
C 2.80 1.62 4.15
C 3.39 2.62 3.40
C 2.96 2.90 2.09
C 1.96 2.18 1.48
C 1.37 1.16 2.22
N 0.29 0.31 1.93
C 0.06 -0.38 3.05
C -1.14 -1.19 3.14
C -1.69 -1.87 4.18
S -3.24 -2.44 3.74
C -3.07 -1.74 2.21
N -1.93 -1.12 2.01
H 0.91 -0.43 4.96
H 3.11 1.42 5.16
H 4.18 3.21 3.84
H 3.43 3.71 1.56
H 1.62 2.42 0.49
H -1.29 -2.06 5.16
H -3.85 -1.79 1.48
N -5.03 -1.32 -2.64
N -3.87 -1.61 -1.98
N -3.52 -2.85 -1.73
C -2.43 -2.68 -0.99
N -2.15 -1.38 -0.82
N -3.11 -0.71 -1.47
H -5.33 -2.13 -3.17
H -4.93 -0.46 -3.16
H -1.86 -3.49 -0.59
C 3.61 0.54 -1.02
C 2.41 0.40 -1.96
C 2.88 -0.12 -3.32
C 1.74 1.76 -2.15
P 1.14 -0.85 -1.30
C 0.12 -1.26 -2.74
C 0.13 -2.50 -3.39
C -0.58 -2.67 -4.57
C -1.32 -1.62 -5.10
C -1.36 -0.40 -4.45
C -0.65 -0.22 -3.27
C 1.94 -2.36 -0.51
C 0.83 -3.37 -0.21
C 2.60 -2.02 0.83
C 3.02 -3.00 -1.39
H 4.22 1.36 -1.40
H 4.24 -0.35 -1.03
H 3.35 0.78 0.00
H 3.68 0.55 -3.65
H 2.09 -0.09 -4.07
H 3.29 -1.12 -3.28
H 2.52 2.49 -2.37
H 1.20 2.10 -1.27
H 1.06 1.76 -3.01
H 0.70 -3.33 -3.02
H -0.55 -3.62 -5.07
H -1.86 -1.76 -6.03
H -1.93 0.42 -4.86
H -0.70 0.74 -2.76
H 0.08 -2.96 0.49
H 1.28 -4.23 0.30
H 0.33 -3.73 -1.10
H 1.92 -1.57 1.54
H 3.46 -1.37 0.73
H 2.95 -2.96 1.26
H 2.69 -3.28 -2.38
H 3.35 -3.91 -0.88
H 3.89 -2.36 -1.50
```

- strongest force on any atom (eV/Å) = 0.678
- molecular weight (u) = 779.62
- total charge = +3
- HOMO level (alpha / beta) (Eh) = -0.569 / -0.569
- multiplicity = 5
- electronic energy (Eh) = -8261.39798

Löwdin population analysis, charges in e, atoms 1 to 2: 0.75 -0.36

***

What did the second record say?
Formula: C29H43F4Sn
Source: the OMol25 dataset
Level of theory: wB97M-V/def2-TZVPD

Structure (XYZ):
```
77
Properties=species:S:1:pos:R:3
C -3.00 -0.97 1.06
C -1.94 -1.27 0.00
C -2.52 -2.23 -1.02
C -0.66 -1.72 0.58
Sn 1.32 -0.87 0.84
C 2.82 -2.09 -0.18
C 3.41 -3.24 0.72
C 4.93 -3.23 0.70
C 2.87 -4.59 0.31
C 0.77 1.24 0.64
C -0.20 1.75 1.79
C -1.52 2.11 1.37
C 0.49 2.94 2.52
C 2.49 -0.22 2.55
C 2.16 -0.79 3.91
C 0.83 -0.33 4.44
C 3.30 -0.44 4.89
H 2.15 -1.88 3.82
H -3.16 -1.98 1.48
H -2.71 -0.30 1.87
H -3.99 -0.64 0.66
H -1.90 0.23 -1.03
H -2.93 -3.09 -0.48
H -3.32 -1.77 -1.59
H -1.73 -2.59 -1.66
H -0.80 -2.01 1.63
H -0.31 -2.64 0.09
H 2.28 -2.48 -1.07
H 3.57 -1.34 -0.48
H 3.08 -3.02 1.76
H 5.31 -3.43 -0.31
H 5.36 -2.29 1.05
H 5.29 -4.03 1.35
H 3.15 -4.83 -0.72
H 3.30 -5.35 0.95
H 1.78 -4.66 0.38
H 1.74 1.83 0.54
H 0.13 1.20 -0.26
H -0.30 0.94 2.52
H -1.86 1.31 0.72
H -2.15 2.11 2.26
H -1.59 3.07 0.84
H 0.91 3.63 1.76
H -0.26 3.56 3.07
H 1.31 2.74 3.26
H 3.49 -0.49 2.20
H 2.42 0.87 2.58
H 0.77 0.76 4.50
H 0.00 -0.67 3.84
H 0.65 -0.70 5.45
H 3.41 0.65 5.00
H 3.08 -0.86 5.88
H 4.27 -0.84 4.56
F 1.03 0.36 -5.42
C 0.66 1.13 -4.36
C 1.52 2.20 -4.06
C 1.15 2.92 -2.89
F 2.13 3.73 -2.33
C -0.05 2.65 -2.15
C -0.81 1.50 -2.45
C -2.03 1.13 -1.63
C -3.25 1.33 -2.58
C -4.05 2.52 -2.51
C -4.90 2.88 -3.63
F -5.63 4.05 -3.57
C -5.05 2.06 -4.76
C -4.34 0.86 -4.71
F -4.62 -0.03 -5.73
C -3.46 0.48 -3.68
C -0.46 0.77 -3.60
H 2.43 2.37 -4.56
H -0.23 3.27 -1.24
H -2.15 1.96 -0.97
H -4.14 3.16 -1.61
H -5.75 2.29 -5.55
H -2.98 -0.48 -3.69
H -0.99 -0.15 -3.82
```

- strongest force on any atom (eV/Å) = 4.739
- molecular weight (u) = 586.37
- total charge = -1
- HOMO level (Eh) = -0.061
- electronic energy (Eh) = -1744.39114

Löwdin population analysis, charges in e, atoms 1 to 2: -0.15 -0.57

***

Which of these has the lowest total charge?
C29H43F4Sn

***

Which formula does entry 2 have?
C29H43F4Sn

***

strongest force on any atom of number 3 (C29H43MnN8PSSe2)?
0.678 eV/Å